This record from the Open Molecules 2025 dataset describes a structure of composition C22H30BrNO3PPdS2. The level of theory is the ωB97M-V functional and the def2-TZVPD basis.

DFT total energy in a.u.: -4976.1389
LUMO level in eV: -5.22
Maximum force in eV Å⁻¹: 0.28

```
! wB97M-V def2-TZVPD RIJCOSX def2/J DEFGRID3
* xyz 1 1
Pd 0.249 0.380 0.997
Br -0.843 6.674 -0.759
S -0.327 0.848 3.617
S -0.815 -0.689 -0.719
P 2.311 -0.010 0.083
O 0.982 1.019 2.849
O -0.888 2.082 4.045
O -1.142 0.018 2.683
N -3.441 0.042 0.080
C -0.475 4.879 -0.338
C 4.364 0.937 1.816
C 0.051 -0.135 5.019
C -2.372 -0.249 -0.240
C 2.585 0.034 -1.785
C 2.382 -1.655 2.352
C 4.097 -2.130 0.513
C -0.713 2.537 -0.844
C 4.267 3.488 0.729
C 0.294 4.580 0.775
C 2.228 -1.303 -2.450
C 0.574 3.255 1.090
C 1.749 1.109 -2.481
C -0.981 3.870 -1.139
C 2.647 -1.712 0.829
C 3.412 2.503 0.267
C 0.077 2.273 0.258
C 5.219 1.925 2.276
C 3.441 1.211 0.803
C 1.720 -2.834 0.325
C 5.174 3.202 1.738
C 4.083 0.314 -2.033
H 1.833 -3.070 -0.727
H 0.688 0.870 -2.462
H 4.308 -3.029 1.095
H -1.132 1.774 -1.473
H 0.756 0.425 5.630
H 4.222 4.479 0.298
H 2.907 -2.492 2.812
H 0.671 -2.632 0.528
H 1.991 -3.728 0.889
H 2.714 2.757 -0.513
H 0.666 5.367 1.416
H 2.668 -0.736 2.853
H 4.358 1.336 -1.784
H 5.844 3.970 2.100
H 4.850 -1.386 0.761
H 4.741 -0.360 -1.486
H 1.885 2.111 -2.080
H 2.341 -1.159 -3.526
H 4.214 -2.392 -0.536
H 2.067 1.132 -3.525
H 4.446 -0.040 2.259
H 4.267 0.161 -3.098
H 1.197 -1.609 -2.273
H 1.317 -1.804 2.543
H 5.926 1.689 3.059
H -1.597 4.106 -1.996
H -0.877 -0.292 5.565
H 1.163 3.025 1.962
H 0.473 -1.082 4.693
H 2.902 -2.105 -2.166
*
```

***

This record from the Open Molecules 2025 dataset describes a structure of composition C25H52BrN2O27PS6 in a non-equilibrium geometry. The level of theory is the ωB97M-V functional and the def2-TZVPD basis.

DFT total energy in a.u.: -8428.8284
LUMO level in eV: 0.29
Maximum force in eV Å⁻¹: 9.74

```
! wB97M-V def2-TZVPD RIJCOSX def2/J DEFGRID3
* xyz 0 1
Br -2.537 -4.174 4.337
S -2.387 0.189 4.150
S 0.648 0.678 -2.729
S 5.042 2.458 0.064
S 1.490 3.044 -6.268
S 2.922 -4.955 4.057
S -2.420 -0.313 -9.482
P 1.654 -0.947 2.339
O 0.702 2.210 -7.417
O 3.708 2.059 0.381
O -1.236 -0.651 -10.536
O 0.892 1.080 -1.377
O 2.301 -2.134 3.385
O -3.043 -2.194 2.386
O 1.101 -0.873 -2.885
O -3.562 0.081 -10.563
O 2.393 -6.364 3.445
O -2.740 -1.407 4.534
O 5.966 1.129 -0.020
O 2.760 3.442 -6.789
O 1.795 1.333 -3.671
O 2.482 -4.867 5.416
O 2.687 -3.918 3.103
O -2.814 1.004 5.339
O 2.562 0.478 2.560
O 1.347 2.334 -5.010
O 4.507 -5.307 4.056
O -4.971 -3.164 1.118
O 5.716 3.104 1.388
O 5.355 3.293 -1.049
O -3.209 0.705 3.001
O 0.509 4.339 -6.238
O -2.811 -1.520 -8.832
O -2.053 0.870 -8.765
O -0.616 0.849 -3.372
N 1.803 -1.516 0.851
N 1.033 -0.460 7.304
C -3.788 -3.187 0.246
C -2.948 0.287 -11.836
C -0.175 -0.767 2.765
C -4.019 -2.014 -0.823
C -0.114 -0.263 6.325
C 6.611 2.160 1.978
C -0.541 1.780 2.818
C -3.536 4.097 3.973
C -0.594 2.783 -7.604
C -4.920 3.304 3.680
C 4.672 -6.713 3.874
C -0.412 4.267 -7.326
C -2.520 -2.911 1.237
C -2.231 -2.336 3.544
C -2.387 3.765 2.866
C -6.232 4.224 3.958
C -1.083 3.094 3.581
C -0.562 0.441 3.746
C 2.099 -0.977 -3.898
C 7.103 1.298 0.827
C 0.357 0.590 5.047
C 2.817 0.365 -3.896
C 3.506 -7.137 2.995
C -1.767 -0.670 -11.862
C -0.654 -2.233 3.298
H -5.202 -4.086 1.366
H -1.944 -3.856 1.507
H 3.691 -6.890 1.946
H -4.783 -1.245 -0.423
H 7.426 2.674 2.487
H 1.466 0.314 4.868
H -7.176 3.587 4.031
H -6.043 4.744 4.958
H -2.757 3.065 2.042
H -0.669 -1.229 6.084
H 3.289 -8.203 3.084
H -0.223 -3.099 2.671
H 0.392 1.691 5.397
H -0.753 -0.609 1.782
H 2.774 -1.806 -3.684
H 2.090 -1.802 4.301
H -3.068 -1.436 -1.086
H 2.380 -0.856 0.301
H -2.613 1.327 -11.886
H 4.619 -7.190 4.857
H -2.091 -1.691 -12.084
H 0.035 4.778 -8.185
H 3.334 0.563 -4.836
H -3.617 -4.217 -0.220
H -6.278 4.966 3.077
H -0.159 -2.357 4.335
H -1.351 4.755 -7.064
H 2.702 0.915 1.688
H -1.006 -0.367 -12.582
H -0.957 2.591 -8.609
H -4.949 2.859 2.628
H -1.273 2.327 -6.879
H 6.048 1.565 2.704
H -4.509 -2.505 -1.747
H 7.879 1.813 0.252
H 3.531 0.428 -3.068
H 1.598 -1.154 -4.854
H 0.540 -0.544 8.218
H -1.856 -2.156 0.663
H -1.122 1.623 1.835
H -1.241 2.941 4.711
H -4.978 2.424 4.416
H -2.130 4.770 2.370
H -0.265 3.908 3.509
H -0.870 0.397 6.897
H -3.657 0.096 -12.641
H 1.378 -1.411 7.109
H 5.638 -6.930 3.417
H 0.534 2.038 2.478
H -3.745 5.227 3.951
H 7.481 0.333 1.162
H -3.200 3.754 5.022
*
```

***

This record from the Open Molecules 2025 dataset describes a cluster of 10 separate species, C37H103N11O10 in total in a non-equilibrium geometry. The level of theory is the ωB97M-V functional and the def2-TZVPD basis.

SMILES: COC[C@H](C)N.COC[C@H](C)N.COC[C@H](C)N.COC[C@H](C)N.COC[C@H](C)N.COC[C@H](C)N.COC[C@H](C)N.COC[C@H](C)N.COC[C@H](C)N.NC(N)=O
DFT total energy in a.u.: -2825.8953
LUMO level in eV: 0.04
Maximum force in eV Å⁻¹: 4.86

```
! wB97M-V def2-TZVPD RIJCOSX def2/J DEFGRID3
* xyz 0 1
O 7.928 4.496 1.003
O -2.700 -0.482 7.142
O 4.916 -0.243 8.097
O 4.916 -5.318 -2.159
O 6.248 -0.009 -7.285
O 0.281 -2.673 -8.052
O -2.093 -7.255 4.175
O -3.833 6.090 1.306
O -2.012 -1.782 -0.814
O -9.889 2.226 -2.008
N 4.819 -8.979 -2.966
N -4.372 -2.897 7.119
N -1.296 -5.205 4.100
N -2.422 -1.061 -5.912
N 5.139 5.430 1.803
N 1.245 -2.895 0.690
N -7.412 5.977 0.632
N -12.308 3.621 -0.853
N 4.615 2.602 -5.141
N -0.336 -6.739 2.905
N 5.253 -1.643 4.690
C 7.515 5.852 1.138
C -2.876 -1.318 0.258
C 5.946 -4.433 -1.774
C -2.405 -1.659 -8.283
C 5.677 0.176 -8.515
C 5.726 2.017 -5.928
C -2.796 6.060 0.362
C 4.461 -0.995 6.979
C -4.973 5.929 0.580
C 2.902 -7.645 -2.198
C 1.112 -3.737 -7.700
C 4.317 -7.570 -2.886
C 5.322 -6.687 -2.243
C -1.313 -6.461 3.707
C -1.885 0.344 6.446
C -11.230 2.016 -2.366
C -1.844 -2.018 -6.901
C 5.380 0.526 -6.272
C 5.454 -0.812 5.840
C 9.275 4.321 1.407
C 4.025 -0.153 9.194
C 6.030 6.009 0.842
C -6.302 5.057 2.576
C 1.051 -0.702 -0.235
C -12.141 2.192 -1.152
C 0.252 -1.931 0.280
C 5.516 0.703 5.459
C -3.899 -0.636 6.392
C -5.411 -1.043 8.466
C -0.320 -1.901 -6.982
C -6.234 6.077 1.504
C -13.522 1.781 -1.444
C -0.877 -2.639 -0.572
C 7.022 2.220 -5.185
C -8.992 1.986 -3.130
C 5.591 7.467 0.746
C -4.928 -1.519 7.119
H -1.196 -3.575 -0.114
H 4.039 -7.075 -3.816
H -2.311 1.150 5.849
H 6.331 -1.197 6.359
H -6.231 -1.603 8.916
H -0.270 -1.576 1.168
H 5.339 1.359 6.311
H 7.239 1.448 -4.446
H 9.275 4.170 2.486
H 2.205 -8.101 -2.900
H 6.433 -4.936 -0.938
H 4.310 0.436 -6.460
H -1.826 -0.859 -8.746
H -6.171 7.043 2.004
H -5.782 -1.616 6.448
H 1.756 -3.235 -6.978
H 6.498 0.926 5.041
H 1.698 -3.374 -0.075
H -4.620 -0.943 9.209
H 1.484 -0.948 -1.205
H -0.151 -0.856 -7.244
H 1.856 -0.395 0.433
H -0.172 -7.626 2.451
H 3.699 2.548 -5.562
H -11.463 2.793 -3.094
H -13.581 0.696 -1.535
H 4.690 -0.249 -8.695
H 5.799 5.544 -0.117
H 4.883 0.980 4.617
H -3.402 -1.219 -8.265
H 3.140 0.464 9.034
H 5.644 -7.058 -1.270
H -5.314 4.861 2.993
H 4.935 -2.538 5.033
H 6.654 -4.299 -2.593
H -11.740 1.507 -0.405
H -7.317 6.754 -0.007
H 5.637 -0.088 -5.409
H -12.926 3.689 -0.057
H -5.634 -0.007 8.210
H -1.876 6.108 0.945
H -4.947 4.946 0.109
H 5.741 7.990 1.690
H -7.103 5.221 0.037
H 5.690 -9.003 -3.475
H -3.911 -3.218 7.958
H 1.983 -2.505 1.259
H -2.310 -0.493 0.690
H -11.230 1.026 -2.822
H -6.632 4.098 2.176
H 4.469 -2.035 7.304
H 5.711 1.213 -8.852
H -2.361 -2.493 -8.983
H -2.096 -2.975 -6.444
H 4.529 2.117 -4.259
H -1.107 0.640 7.150
H 6.192 -6.825 -2.884
H -1.882 -1.070 -5.058
H -3.593 -1.166 5.490
H -3.080 -1.984 1.096
H -5.092 6.540 -0.314
H -13.730 2.290 -2.385
H 2.472 -6.663 -1.999
H 2.922 -8.106 -1.210
H 0.297 -5.982 2.691
H 4.650 0.282 9.974
H -14.325 2.089 -0.773
H -4.294 0.338 6.103
H 0.481 0.207 -0.429
H -3.839 -0.933 -0.080
H 5.834 2.608 -6.838
H -2.772 5.214 -0.326
H 0.152 -2.102 -6.020
H -6.904 5.340 3.439
H 6.161 8.023 0.002
H 3.797 -1.187 9.451
H -8.987 0.973 -3.531
H 7.735 6.192 2.150
H -5.130 -3.557 7.012
H -0.813 -4.505 3.554
H 4.511 7.444 0.598
H -2.803 7.010 -0.172
H 9.975 5.134 1.216
H 5.171 -9.095 -2.027
H 6.219 -0.478 -9.198
H 5.721 -3.415 -1.457
H -11.410 3.942 -0.519
H -3.287 -1.446 -5.560
H 1.649 -4.039 -8.599
H 7.841 2.075 -5.890
H -1.341 -0.217 5.687
H 3.436 -0.755 6.697
H -7.978 2.244 -2.826
H 8.116 6.347 0.376
H 9.750 3.473 0.914
H -2.061 -4.961 4.712
H 5.416 4.495 2.069
H 6.203 -1.823 4.397
H 5.220 5.855 2.716
H 0.610 -4.562 -7.194
H -0.318 -2.865 -1.480
H -9.289 2.643 -3.947
H 7.094 3.210 -4.735
*
```